Here is a 2-piece molecular cluster, C5H13N3 overall from OMol25. Energies are from the ωB97M-V functional and the def2-TZVPD basis.

**Frontier orbital gap**: 8.42 eV
**F_max**: 4.84 eV Å⁻¹
**Energy above the lowest of the compared OMol25 structures with the same formula, charge and spin**: 469.57 kJ/mol
**Electronic energy**: -362.403427 hartree
**Spin multiplicity**: 1
**E_LUMO**: 1.1 eV

Atoms and positions in Å:
C  -1.947242  0.882505  -0.119086
C  1.149625  -0.866003  0.392526
C  1.766169  0.262038  0.703251
C  2.857802  0.434620  1.751247
C  -2.278678  -1.450541  -0.543782
N  -1.892642  -0.088906  -0.993102
N  -1.470961  -0.077205  -2.202434
N  -1.109009  1.235990  -2.635922
H  -2.410904  0.835241  0.837850
H  -1.860030  1.918132  -0.434730
H  0.454802  -0.723152  -0.443045
H  1.328668  -1.748013  0.955254
H  1.445331  1.146698  0.070850
H  3.211301  -0.551309  2.119866
H  2.633957  1.026607  2.530483
H  3.762786  0.764731  1.235914
H  -2.942051  -1.377388  0.298679
H  -2.717190  -1.908243  -1.371893
H  -1.299273  -2.117151  -0.485179
H  -0.179815  1.494246  -2.236372
H  -1.065127  1.203934  -3.609805

Atoms 1-3, force components in eV/Å:
-0.246 1.936 -0.100
-0.244 1.543 -0.656
0.125 1.153 -0.135



Here is a 2-piece molecular cluster, C5H13N3 overall from OMol25. Energies are from the ωB97M-V functional and the def2-TZVPD basis.

**Frontier orbital gap**: 9.58 eV
**F_max**: 1.27 eV Å⁻¹
**Energy above the lowest of the compared OMol25 structures with the same formula, charge and spin**: 148.42 kJ/mol
**Electronic energy**: -362.525747 hartree
**SMILES**: C/N=C\N.C=NCC
**Spin multiplicity**: 1
**E_LUMO**: 0.9 eV

Atoms and positions in Å:
C  1.613770  -1.788578  0.275105
N  1.473283  -1.993182  1.702662
C  0.337469  -1.945266  2.244174
N  -0.867406  -1.437190  1.724081
H  2.466911  -2.363088  -0.082441
H  1.834989  -0.733206  0.082295
H  0.739712  -2.053000  -0.314780
H  0.236147  -2.333591  3.258066
H  -1.385224  -0.967484  2.456260
H  -0.625084  -0.721323  1.039293
C  -0.668787  2.317484  0.611957
N  -0.166354  1.390108  -0.082948
C  -0.116131  1.636201  -1.528981
C  -0.806523  0.504457  -2.307701
H  -0.915790  3.286948  0.171618
H  -0.772080  2.189915  1.685198
H  -0.514748  2.628433  -1.756594
H  0.937801  1.652026  -1.809757
H  -0.457585  0.566347  -3.337025
H  -0.462013  -0.430608  -1.860476
H  -1.882356  0.594597  -2.170004

Atoms 1-3, force components in eV/Å:
0.334 0.904 0.157
-0.014 -1.206 -0.193
-0.294 0.375 0.467



Here is one molecule with the formula C5H13N3 from OMol25. Energies are from the ωB97M-V functional and the def2-TZVPD basis.

**Frontier orbital gap**: 9.63 eV
**F_max**: 3.81 eV Å⁻¹
**Energy above the lowest of the compared OMol25 structures with the same formula, charge and spin**: 163.26 kJ/mol
**Electronic energy**: -362.520094 hartree
**SMILES**: [H]/N=C(\N)N(C)C(C)C
**Spin multiplicity**: 1
**E_LUMO**: 0.9 eV

Atoms and positions in Å:
H  2.405537  1.990704  1.103748
N  2.034198  1.071081  0.853055
C  0.926822  1.249062  0.207114
N  0.625371  2.408110  -0.461086
N  -0.221633  0.438448  0.351556
C  -0.574155  0.001195  1.700753
C  -0.075292  -0.607822  -0.664409
C  -1.300924  -0.672032  -1.554330
C  0.426848  -1.954831  -0.180574
H  -0.250657  2.300309  -0.963414
H  0.389986  3.139041  0.204385
H  0.220485  -0.574163  2.187351
H  -1.481288  -0.609134  1.664343
H  -0.780836  0.881643  2.317424
H  0.815531  -0.076705  -1.253299
H  -1.672787  0.332340  -1.777664
H  -1.067008  -1.172480  -2.499142
H  -2.101854  -1.241980  -1.070300
H  0.591664  -2.634189  -1.021753
H  -0.287006  -2.427264  0.503055
H  1.376997  -1.841334  0.353186

Atoms 1-3, force components in eV/Å:
0.879 -0.213 -1.131
-2.258 0.011 0.547
1.047 0.371 3.643



Here is a 2-piece molecular cluster, C5H13N3 overall from OMol25. Energies are from the ωB97M-V functional and the def2-TZVPD basis.

**Frontier orbital gap**: 10.41 eV
**F_max**: 2.97 eV Å⁻¹
**Energy above the lowest of the compared OMol25 structures with the same formula, charge and spin**: 220.83 kJ/mol
**Electronic energy**: -362.498169 hartree
**SMILES**: [H]/N=C/C.C=CC(N)N
**Spin multiplicity**: 1
**E_LUMO**: 0.8 eV

Atoms and positions in Å:
H  0.018723  1.481884  -1.387787
N  -0.987700  1.072883  -1.758734
C  -1.561208  0.551137  -0.794933
C  -2.714923  -0.387929  -0.825534
H  -0.953980  0.580124  0.223691
H  -2.422426  -1.355929  -0.411684
H  -3.521692  -0.001617  -0.206808
H  -3.068458  -0.517378  -1.849951
C  1.281314  1.683776  -0.180916
C  0.895725  0.861276  0.834422
C  1.367411  -0.576529  0.968496
N  0.423835  -1.298194  1.805313
N  1.612597  -1.273176  -0.294892
H  1.987153  1.341624  -0.926824
H  1.248357  2.755407  -0.040680
H  0.547298  1.282558  1.769919
H  2.323164  -0.570724  1.510804
H  0.717043  -2.265789  1.886528
H  -0.490762  -1.304665  1.365234
H  2.455540  -0.936185  -0.743566
H  0.842992  -1.122554  -0.942097

Atoms 1-3, force components in eV/Å:
-2.598 -0.685 -0.842
2.109 1.203 -0.522
1.646 -1.088 2.214



Here is a 2-piece molecular cluster, C5H13N3O overall from OMol25. Energies are from the ωB97M-V functional and the def2-TZVPD basis.

**Frontier orbital gap (alpha / beta)**: 8.75 / 8.75 eV
**F_max**: 3.31 eV Å⁻¹
**Energy above the lowest of the compared OMol25 structures with the same formula, charge and spin**: 304.76 kJ/mol
**Electronic energy**: -437.738010 hartree
**SMILES**: CNN=C(C)C.NC=O
**Spin multiplicity**: 1
**E_LUMO (alpha / beta)**: 0.9 / 0.9 eV

Atoms and positions in Å:
C  -0.000417  -2.306789  0.283406
N  0.219026  -0.877244  0.211089
N  -0.273153  -0.343709  -0.959989
C  0.201583  0.765424  -1.383061
C  1.383030  1.491922  -0.790649
C  -0.452529  1.374596  -2.587983
H  0.601791  -2.852164  -0.450347
H  -1.053766  -2.532252  0.093232
H  0.274380  -2.655846  1.280021
H  1.029103  -0.368604  0.975799
H  2.228509  0.810627  -0.667760
H  1.684055  2.320817  -1.429038
H  1.151526  1.900889  0.194676
H  -0.829219  2.374143  -2.353756
H  0.270852  1.483228  -3.400629
H  -1.278513  0.752773  -2.926209
N  -1.305990  -0.601074  2.701754
C  -0.480679  0.166995  1.952976
O  0.767240  0.264720  2.233636
H  -2.245390  -0.779031  2.388008
H  -0.883699  -1.293054  3.301276
H  -1.007742  0.903633  1.333548

Atoms 1-3, force components in eV/Å:
0.200 0.179 -0.081
1.266 0.585 0.808
0.321 0.066 0.269



Here is a 3-piece molecular cluster, C5H13N3O overall from OMol25. Energies are from the ωB97M-V functional and the def2-TZVPD basis.

**Frontier orbital gap**: 8.35 eV
**F_max**: 3.14 eV Å⁻¹
**Energy above the lowest of the compared OMol25 structures with the same formula, charge and spin**: 474.74 kJ/mol
**Electronic energy**: -437.673269 hartree
**SMILES**: NN=C=O.C=C.CNC
**Spin multiplicity**: 1
**E_LUMO**: 0.7 eV

Atoms and positions in Å:
N  -2.351817  -0.046712  -1.303987
N  -2.254349  1.319483  -1.571281
C  -1.379461  2.081842  -1.871287
O  -0.707823  2.985147  -2.179305
H  -1.899257  -0.240974  -0.409645
H  -3.343302  -0.239108  -1.181877
C  -0.040356  0.601991  1.567369
C  1.011233  0.782290  2.460505
H  -0.865816  -0.048489  1.834306
H  -0.310923  1.407141  0.894062
H  1.003139  0.242390  3.398672
H  1.552076  1.719551  2.449787
C  0.543916  -2.066814  0.140989
N  0.879678  -0.645661  0.158337
C  1.218865  -0.126015  -1.164500
H  1.354578  -2.672367  -0.279607
H  -0.349102  -2.223665  -0.465838
H  0.359654  -2.398464  1.162297
H  1.665025  -0.455461  0.878097
H  0.371215  -0.251938  -1.839173
H  2.074393  -0.654659  -1.599364
H  1.468434  0.930490  -1.078555

Atoms 1-3, force components in eV/Å:
0.076 -0.388 0.163
-0.335 -0.062 0.243
-0.296 0.100 -0.212